Entry from the Open Molecules 2025 dataset: a single C4H6N2O2 molecule in a non-equilibrium geometry (wB97M-V/def2-TZVPD).

The geometry in XYZ format:
```
14
Properties=species:S:1:pos:R:3:forces:R:3
O 1.782 -1.390 -1.648 -0.414 1.751 2.310
O 1.756 0.830 -1.044 -0.863 -1.811 2.449
N -0.827 1.047 1.386 -1.840 -1.050 -2.209
N 0.442 0.554 1.082 1.460 -2.966 3.701
C 1.454 -0.531 -0.831 -0.155 -0.185 -2.703
C -1.654 0.625 0.441 3.585 1.351 3.240
C -0.999 -0.227 -0.546 1.521 -1.863 -0.981
C 0.313 -0.730 0.234 -0.208 1.844 -0.849
H -2.611 0.885 0.725 -2.311 0.338 -0.669
H 1.371 1.259 -0.159 0.838 -0.866 -1.823
H 0.187 -1.778 0.692 0.590 1.854 -0.324
H 0.880 0.264 2.056 -0.921 1.128 -2.561
H -0.523 0.236 -1.426 -0.962 0.704 0.237
H -1.571 -1.044 -0.961 -0.320 -0.230 0.181
```
Positions in Å, forces in eV/Å.

Output
HOMO energy, eV: -9.86
Relative energy (zero: lowest compared OMol25 entry of this formula, charge and spin), eV: 2.7447
SMILES: O=C(O)[C@@H]1CC=NN1
Kohn-Sham gap, eV: 10.396
DFT total energy, hartree: -415.93975


Entry from the Open Molecules 2025 dataset: a single C4H6N2O2 molecule in a non-equilibrium geometry (wB97M-V/def2-TZVPD).

The geometry in XYZ format:
```
14
Properties=species:S:1:pos:R:3:forces:R:3
O 1.715 1.650 -0.090 1.289 -0.512 -0.303
O -2.882 -0.072 -0.062 1.252 2.796 0.377
N -0.719 -0.895 -0.112 0.319 -1.835 1.341
N 1.762 -1.272 -0.037 2.795 -3.589 0.767
C 0.630 0.871 -0.037 -0.606 -1.082 1.135
C -1.485 0.241 -0.032 -2.208 -2.367 -0.072
C -0.701 1.333 0.055 -0.014 1.328 -0.385
C 0.655 -0.490 0.052 -2.236 1.032 -0.552
H 1.642 -2.057 -0.765 0.719 1.551 1.875
H -3.364 0.802 0.039 0.778 -1.600 -0.203
H 2.325 -1.597 0.909 -2.348 0.826 -3.185
H 2.395 0.953 -0.255 0.114 0.977 0.095
H -1.093 -1.855 0.203 0.810 2.422 -0.743
H -0.881 2.389 0.130 -0.664 0.054 -0.147
```
Positions in Å, forces in eV/Å.

Output
HOMO energy, eV: -7.22
Relative energy (zero: lowest compared OMol25 entry of this formula, charge and spin), eV: 2.1865
SMILES: Nc1[nH]c(O)cc1O
Kohn-Sham gap, eV: 7.950
DFT total energy, hartree: -415.96027


Entry from the Open Molecules 2025 dataset: a molecular structure, C4H6N2O2 in a non-equilibrium geometry (wB97M-V/def2-TZVPD).

The geometry in XYZ format:
```
14
Properties=species:S:1:pos:R:3:forces:R:3
O 0.294 -0.675 -0.509 -0.939 -0.072 -0.365
O -2.350 -0.604 1.020 5.185 3.212 -0.250
N 2.533 -0.830 0.033 2.560 -3.429 3.115
N 1.356 1.122 0.575 -4.542 -2.820 -4.833
C -0.678 0.378 -0.647 3.004 1.265 1.732
C 1.328 -0.197 0.056 2.530 3.229 2.055
C -2.011 -0.214 -0.463 -3.120 0.717 -1.740
C 0.064 1.543 -0.143 1.583 -3.268 1.509
H 2.937 -0.508 1.259 -1.032 -1.866 -5.180
H -2.344 -1.153 -1.166 1.487 2.046 2.035
H -2.645 0.661 -1.033 0.461 -1.802 2.324
H -1.269 -0.075 1.719 -4.730 -2.149 -3.141
H 2.687 -2.066 -0.441 -1.150 5.053 2.617
H 0.097 2.619 -0.260 -1.297 -0.116 0.121
```
Positions in Å, forces in eV/Å.

Output
HOMO energy, eV: -8.32
Relative energy (zero: lowest compared OMol25 entry of this formula, charge and spin), eV: 8.9927
Kohn-Sham gap, eV: 8.317
DFT total energy, hartree: -415.71014


Entry from the Open Molecules 2025 dataset: a molecular structure, C4H6N2O2 in a non-equilibrium geometry (wB97M-V/def2-TZVPD).

The geometry in XYZ format:
```
14
Properties=species:S:1:pos:R:3:forces:R:3
O -1.899 -1.127 -0.263 1.989 -0.251 0.471
O -0.701 0.959 -2.185 -0.863 0.911 -6.236
N 1.278 0.448 0.737 -0.602 0.629 -2.940
N 0.752 1.085 -0.540 2.641 0.299 -1.308
C 0.553 -0.801 1.031 -1.945 -0.660 -1.927
C -0.416 -1.074 -0.207 -0.437 0.429 -0.953
C -1.460 0.172 -0.114 3.471 0.536 2.867
C -0.473 0.726 -1.080 -0.653 1.259 3.608
H 0.906 1.197 1.251 -0.103 0.536 2.058
H 0.113 -1.133 -1.351 -1.673 -0.692 3.621
H 0.017 -0.795 1.955 -0.825 0.605 0.507
H -1.261 0.660 0.978 -1.370 -1.452 -2.360
H 1.418 1.302 -1.407 -1.418 -0.897 2.973
H 1.173 -1.620 1.195 1.790 -1.251 -0.381
```
Positions in Å, forces in eV/Å.

Output
HOMO energy, eV: -9.37
Relative energy (zero: lowest compared OMol25 entry of this formula, charge and spin), eV: 7.1835
Kohn-Sham gap, eV: 10.192
DFT total energy, hartree: -415.77663


Entry from the Open Molecules 2025 dataset: a single C4H6N2O2 molecule in a non-equilibrium geometry (wB97M-V/def2-TZVPD).

The geometry in XYZ format:
```
14
Properties=species:S:1:pos:R:3:forces:R:3
O 3.023 -0.040 -0.152 -3.343 0.089 0.990
O -0.382 2.535 0.046 1.265 -1.514 -0.590
N -0.725 -1.723 0.001 0.272 -2.451 -0.327
N -1.739 0.294 -0.052 -2.569 0.507 -0.779
C 1.836 -0.375 0.133 3.048 -0.167 -1.102
C -0.623 -0.406 -0.010 1.006 1.754 1.511
C 0.617 1.761 -0.017 -1.179 2.165 1.343
C 0.590 0.330 0.218 0.626 0.638 -1.730
H 0.101 -2.366 -0.061 -1.535 1.172 0.189
H -1.683 1.333 -0.047 0.482 -0.600 0.141
H -1.673 -2.101 0.103 1.016 -0.048 -0.201
H -2.655 -0.110 -0.342 1.427 0.258 0.405
H 1.597 2.316 -0.089 -0.480 -1.148 -0.147
H 1.716 -1.448 0.270 -0.035 -0.655 0.297
```
Positions in Å, forces in eV/Å.

Output
HOMO energy, eV: -8.83
Relative energy (zero: lowest compared OMol25 entry of this formula, charge and spin), eV: 1.2285
SMILES: NC(N)=C(C=O)C=O
Kohn-Sham gap, eV: 9.124
DFT total energy, hartree: -415.99547


Entry from the Open Molecules 2025 dataset: a single C4H6N2O2 molecule in a non-equilibrium geometry (wB97M-V/def2-TZVPD).

The geometry in XYZ format:
```
14
Properties=species:S:1:pos:R:3:forces:R:3
O -0.965 0.353 2.379 -0.685 0.658 3.020
O -0.233 1.225 0.375 1.636 0.779 0.764
N 0.269 -1.537 -0.541 0.328 -0.312 2.779
N -0.734 -1.012 0.541 1.033 -2.743 2.761
C 0.311 -0.371 -1.352 -1.828 1.570 1.333
C 1.120 0.664 -2.080 -3.538 0.399 0.919
C 0.816 0.758 -0.495 1.730 -1.190 -1.594
C -0.570 0.181 1.311 0.840 -0.091 -7.002
H -0.224 -2.384 -0.783 -0.143 0.193 -1.063
H 1.873 0.633 -0.108 -1.758 0.014 0.539
H 1.929 0.195 -2.446 4.239 -0.439 -0.202
H -0.705 -0.085 -1.422 -1.261 0.459 -0.855
H 0.683 1.208 -2.920 -0.653 -0.083 0.585
H -0.775 -1.730 1.341 0.061 0.785 -1.984
```
Positions in Å, forces in eV/Å.

Output
HOMO energy, eV: -9.27
Relative energy (zero: lowest compared OMol25 entry of this formula, charge and spin), eV: 6.0745
SMILES: O=C1NN[C@@H]2C[C@H]2O1
Kohn-Sham gap, eV: 10.083
DFT total energy, hartree: -415.81738


Entry from the Open Molecules 2025 dataset: 2 unconnected molecules or ions with the total composition C4H6N2O2 in a non-equilibrium geometry (wB97M-V/def2-TZVPD).

The geometry in XYZ format:
```
14
Properties=species:S:1:pos:R:3:forces:R:3
O -2.263 -0.533 0.436 -0.324 -0.193 0.492
O 1.964 -0.715 0.489 -0.645 1.594 0.920
N -0.976 0.472 -1.257 -0.417 1.456 0.260
N -0.809 0.196 2.739 0.197 0.023 1.379
C 0.158 0.276 -2.108 -0.471 -2.444 0.929
C 1.115 0.249 1.137 1.075 -0.314 -1.482
C -1.550 -0.052 -0.357 -0.135 0.135 -1.107
C 0.077 0.188 1.914 -1.013 -1.280 0.660
H 1.108 0.418 -1.630 0.330 0.781 0.155
H 1.236 1.253 0.776 0.630 0.185 -0.376
H 1.619 -1.603 0.498 -0.521 -0.313 0.330
H 0.068 -0.792 -2.175 0.866 -0.914 -0.773
H 0.068 0.600 -3.113 -0.243 1.122 -0.537
H -1.815 0.043 2.652 0.673 0.162 -0.851
```
Positions in Å, forces in eV/Å.

Output
HOMO energy, eV: -8.32
Relative energy (zero: lowest compared OMol25 entry of this formula, charge and spin), eV: 3.6562
SMILES: CN=C=O.N=C=CO
Kohn-Sham gap, eV: 8.702
DFT total energy, hartree: -415.90626


Entry from the Open Molecules 2025 dataset: a single C4H6N2O2 molecule in a non-equilibrium geometry (wB97M-V/def2-TZVPD).

The geometry in XYZ format:
```
14
Properties=species:S:1:pos:R:3:forces:R:3
O 2.030 1.647 -0.176 -2.679 -1.899 -0.598
O -0.089 0.586 -0.671 -1.969 2.382 0.929
N -0.752 -0.686 -0.203 3.606 -0.822 -0.614
N -2.332 0.772 0.722 1.114 -3.818 -2.902
C 1.277 0.699 -0.303 -0.863 0.130 -0.429
C 0.422 -1.467 0.555 0.182 0.346 -3.062
C 1.446 -0.726 -0.325 6.069 -5.620 -0.715
C -2.011 -0.473 0.206 -3.065 3.220 7.274
H -3.271 0.862 1.089 -0.272 -0.671 -0.123
H 0.489 -2.616 0.412 -0.759 2.108 -0.194
H 1.374 -1.182 -1.419 -0.165 1.430 2.062
H 0.690 -1.268 1.579 -1.058 0.569 0.726
H 2.548 -1.016 -0.086 -1.744 0.349 0.163
H -2.575 -1.451 0.774 1.602 2.296 -2.517
```
Positions in Å, forces in eV/Å.

Output
HOMO energy, eV: -9.23
Relative energy (zero: lowest compared OMol25 entry of this formula, charge and spin), eV: 6.1079
SMILES: [H]/N=C/N1CCC(=O)O1
Kohn-Sham gap, eV: 9.728
DFT total energy, hartree: -415.81616


Entry from the Open Molecules 2025 dataset: a single C4H6N2O2 molecule in a non-equilibrium geometry (wB97M-V/def2-TZVPD).

The geometry in XYZ format:
```
14
Properties=species:S:1:pos:R:3:forces:R:3
O 2.243 -1.143 0.211 -0.356 0.624 0.432
O 2.122 0.504 -1.322 0.327 0.222 1.937
N 0.512 0.487 1.170 -2.455 1.098 1.546
N -1.161 2.062 0.254 -0.325 0.683 0.390
C -0.364 1.017 0.415 1.088 1.121 0.070
C -0.006 -0.150 -0.284 3.769 -1.205 0.735
C -0.864 -1.371 -0.301 -0.125 -0.317 -0.268
C 1.608 -0.104 -0.407 -2.281 -2.111 -4.680
H -1.064 2.832 0.903 -0.107 -0.127 -0.085
H -1.060 -1.777 0.698 0.084 0.107 -0.071
H -1.481 2.291 -0.677 0.073 -0.217 0.208
H 1.742 -1.382 1.014 0.284 0.214 -0.400
H -0.397 -2.145 -0.917 -0.078 0.023 0.116
H -1.829 -1.122 -0.757 0.102 -0.113 0.071
```
Positions in Å, forces in eV/Å.

Output
HOMO energy, eV: -8.85
Relative energy (zero: lowest compared OMol25 entry of this formula, charge and spin), eV: 3.5460
SMILES: C[C@]1(C(=O)O)N=C1N
Kohn-Sham gap, eV: 9.423
DFT total energy, hartree: -415.91030


Entry from the Open Molecules 2025 dataset: a single C4H6N2O2 molecule in a non-equilibrium geometry (wB97M-V/def2-TZVPD).

The geometry in XYZ format:
```
14
Properties=species:S:1:pos:R:3:forces:R:3
O -0.370 1.159 2.724 -0.330 -0.910 -1.623
O 1.313 0.224 0.735 0.570 0.040 0.821
N -0.757 1.087 1.582 0.711 1.066 1.682
N 0.274 1.159 0.622 -0.890 -0.086 0.080
C -0.307 1.220 -0.704 -5.128 -1.006 1.508
C -0.549 -0.152 -1.248 -2.302 0.003 -4.036
C 0.893 -1.113 0.569 -1.047 -3.599 -0.802
C 0.019 -1.225 -0.745 0.444 -0.126 2.410
H -1.315 -0.222 -2.324 2.574 0.162 3.484
H 0.241 1.800 -1.306 2.494 2.015 -2.298
H 0.307 -1.695 1.531 1.479 2.111 -2.406
H 1.803 -1.855 0.342 -1.447 2.249 0.816
H -0.150 -2.240 -1.061 -0.149 -0.071 -0.338
H -1.402 1.854 -0.716 3.021 -1.848 0.702
```
Positions in Å, forces in eV/Å.

Output
HOMO energy, eV: -9.47
Relative energy (zero: lowest compared OMol25 entry of this formula, charge and spin), eV: 7.5766
SMILES: O=NN1CC=CCO1
Kohn-Sham gap, eV: 9.408
DFT total energy, hartree: -415.76218


Copy entry 7 word for word.
Entry from the Open Molecules 2025 dataset: 2 unconnected molecules or ions with the total composition C4H6N2O2 in a non-equilibrium geometry (wB97M-V/def2-TZVPD).

The geometry in XYZ format:
```
14
Properties=species:S:1:pos:R:3:forces:R:3
O -2.263 -0.533 0.436 -0.324 -0.193 0.492
O 1.964 -0.715 0.489 -0.645 1.594 0.920
N -0.976 0.472 -1.257 -0.417 1.456 0.260
N -0.809 0.196 2.739 0.197 0.023 1.379
C 0.158 0.276 -2.108 -0.471 -2.444 0.929
C 1.115 0.249 1.137 1.075 -0.314 -1.482
C -1.550 -0.052 -0.357 -0.135 0.135 -1.107
C 0.077 0.188 1.914 -1.013 -1.280 0.660
H 1.108 0.418 -1.630 0.330 0.781 0.155
H 1.236 1.253 0.776 0.630 0.185 -0.376
H 1.619 -1.603 0.498 -0.521 -0.313 0.330
H 0.068 -0.792 -2.175 0.866 -0.914 -0.773
H 0.068 0.600 -3.113 -0.243 1.122 -0.537
H -1.815 0.043 2.652 0.673 0.162 -0.851
```
Positions in Å, forces in eV/Å.

Output
HOMO energy, eV: -8.32
Relative energy (zero: lowest compared OMol25 entry of this formula, charge and spin), eV: 3.6562
SMILES: CN=C=O.N=C=CO
Kohn-Sham gap, eV: 8.702
DFT total energy, hartree: -415.90626